1.
36
Properties=species:S:1:pos:R:3:forces:R:3 method="wB97M-V/def2-TZVPD" lumo_ev=-0.12 e_above_lowest_kcal_mol=132.3 energy_ha=-917.11456 multiplicity=1 smiles=O.O.O.O.O.O.O.O.O.O.O.O
O 0.51932 2.91320 -3.19562 1.251 3.985 1.365
H -0.07156 3.60445 -3.52561 0.309 0.043 0.199
H 0.15943 2.17385 -3.54542 -1.598 -3.971 -1.597
O -0.46237 -1.31711 -1.22669 0.799 0.752 -4.496
H -1.33582 -1.47818 -1.64543 0.020 -0.037 0.808
H -0.00566 -1.08404 -2.16183 -0.944 -0.471 3.492
O -2.55604 0.35450 0.77414 2.571 -1.052 -0.309
H -1.69172 -0.22999 0.80541 -2.868 1.428 0.030
H -3.27809 -0.03969 1.26889 0.379 -0.514 0.164
O 4.45358 0.87666 -0.82106 0.495 1.374 0.499
H 3.61863 1.34288 -0.75548 -0.249 0.273 -0.072
H 4.19507 -0.00053 -1.00777 -0.363 -1.606 -0.514
O 1.51326 2.92178 -0.04596 -3.151 1.046 -1.128
H 2.20595 3.34603 0.40576 1.405 0.899 1.037
H 0.79470 3.65208 -0.12895 1.887 -2.088 0.169
O 1.79136 0.44784 4.00533 -8.763 2.154 3.052
H 1.37271 0.41240 4.98095 1.945 -0.057 -3.488
H 2.62400 0.22170 4.03471 6.949 -1.912 0.700
O 0.46230 -0.87078 1.93715 -3.549 1.251 0.852
H 1.35025 -0.72608 1.68341 1.218 0.855 -0.226
H -0.00666 0.00424 2.20099 2.025 -2.049 -0.732
O -3.14556 -1.24520 -3.24653 -4.216 -1.775 7.714
H -3.04179 -0.92064 -4.03709 1.054 2.775 -6.984
H -4.12483 -0.95025 -2.99769 3.285 -1.028 -0.640
O -0.39346 3.13521 3.11548 -3.612 3.996 -1.634
H -0.25322 2.56594 3.80306 0.884 -2.500 2.787
H -1.26719 3.62634 3.42667 2.778 -1.492 -1.180
O 2.60127 -1.30491 -2.59081 2.357 2.637 -6.902
H 2.06194 -1.77352 -2.10635 -4.191 -3.925 5.280
H 2.15597 -1.58976 -3.47833 1.850 1.179 1.711
O -0.46657 -3.27653 0.73619 -1.494 -4.357 3.261
H -0.56587 -2.79373 1.54631 0.385 0.320 0.917
H -0.22339 -2.63809 0.17870 1.582 3.966 -3.900
O -3.22680 -3.34987 0.63377 -5.040 -1.261 -1.288
H -2.45813 -3.25446 1.07561 4.178 0.600 1.489
H -3.30499 -2.75573 -0.09587 0.434 0.562 -0.434

***

2.
37
Properties=species:S:1:pos:R:3:forces:R:3 method="wB97M-V/def2-TZVPD" lumo_ev=-0.12 e_above_lowest_kcal_mol=2.6 energy_ha=-1246.65277 multiplicity=1
Xe 5.89146 -6.44873 1.03483 -0.185 -0.088 0.117
O 6.38932 -5.14842 -2.11593 0.407 0.885 0.076
H 6.75274 -4.99060 -2.98727 0.174 0.279 -0.216
H 5.71394 -5.81247 -2.25424 -0.746 -0.823 0.201
O 3.77246 -8.27654 3.54650 -0.477 -0.382 -0.272
H 4.67168 -8.14617 3.84755 0.700 -0.053 0.294
H 3.43662 -7.39170 3.40340 -0.205 0.134 -0.165
O 9.16751 -8.24677 2.03416 -0.132 -0.025 0.383
H 9.13502 -7.86446 1.15722 -0.201 0.113 -0.399
H 10.01777 -8.68463 2.07372 0.201 -0.095 0.080
O 8.23796 -8.56189 -1.02286 0.712 0.240 -0.034
H 7.32235 -8.82148 -1.12534 -0.874 0.024 0.147
H 8.73725 -9.30088 -1.37047 0.259 -0.127 -0.057
O 4.17453 -2.89132 -1.38789 -0.287 0.155 -0.100
H 4.73910 -3.66386 -1.36205 0.362 -0.311 -0.134
H 4.33423 -2.44936 -0.55399 0.031 0.141 0.179
O 4.59150 -7.11970 -2.41105 -0.293 0.612 -0.367
H 4.54241 -7.88458 -1.83765 0.202 -0.496 0.324
H 4.90685 -7.46557 -3.24602 -0.047 -0.220 -0.257
O 6.29475 -7.70565 4.58310 -0.305 -0.187 0.130
H 5.96290 -6.80882 4.62571 0.106 0.349 0.164
H 7.20406 -7.61184 4.29925 0.430 -0.022 -0.245
O 8.47475 -4.29750 1.63996 -0.276 0.338 0.642
H 9.41675 -4.16929 1.75144 0.246 0.081 0.004
H 8.39862 -4.85926 0.86870 0.209 -0.430 -0.645
O 8.73299 -5.68174 -0.88075 0.957 0.331 0.623
H 7.85135 -5.42315 -1.14920 -0.686 0.111 -0.493
H 8.78564 -6.61314 -1.09511 -0.108 -0.498 -0.049
O 7.94541 -4.41254 4.41915 -0.045 -0.198 0.670
H 7.03125 -4.44823 4.70072 -0.156 0.168 0.168
H 7.91265 -4.57481 3.47637 0.194 0.072 -0.860
O 5.48726 -9.44566 -1.13803 0.471 0.403 -0.950
H 5.77376 -10.28301 -1.50271 -0.144 -0.288 -0.190
H 5.20509 -9.65558 -0.24778 -0.303 -0.338 1.085
O 4.71156 -10.35181 1.29256 0.052 -0.163 -0.207
H 4.79280 -11.26069 1.58166 0.015 -0.258 -0.035
H 4.70016 -9.84235 2.10283 -0.259 0.567 0.388

***

3.
37
Properties=species:S:1:pos:R:3:forces:R:3 method="wB97M-V/def2-TZVPD" charge=+2 lumo_ev="-5.95 / -13.80" e_above_lowest_kcal_mol=0.0 energy_ha=-917.17314 s2=0.757 multiplicity=2
O 1.63223 -0.51960 3.19236 -0.212 0.187 -0.680
H 1.62644 -1.04820 3.98884 0.163 -0.005 0.851
H 1.36945 -1.17540 2.53389 0.073 0.002 -0.016
O 2.43001 -2.26626 -0.62455 1.065 -0.348 0.856
H 3.03520 -2.80994 -1.15361 -0.179 -0.173 0.110
H 3.03409 -1.60599 -0.09355 -0.623 -0.095 -0.417
O -1.12786 2.76781 -1.34491 -0.454 -0.435 -0.968
H -1.93263 2.59714 -0.54667 0.080 0.431 0.963
O -1.80678 0.76416 -2.91181 0.456 -0.812 -0.622
H -1.20936 -0.02844 -2.95175 -0.498 0.860 0.174
H -2.14353 0.84918 -3.82507 0.041 0.004 0.426
O -1.05057 -1.44159 0.41070 1.333 -0.220 1.182
H -1.93423 -1.16814 0.15104 -1.177 0.137 -0.395
H -0.49585 -1.48003 -0.38018 0.095 0.191 -0.831
O 1.54285 1.38331 -0.24286 0.694 -0.839 -0.443
H 0.70997 1.26033 0.22837 -0.139 0.656 0.172
H 1.61771 2.25141 -0.64199 -0.170 0.213 0.187
O -0.49233 0.99566 1.56859 0.991 -1.113 0.520
H -0.01323 0.99917 2.41151 0.045 0.582 0.201
H -0.45226 0.03848 1.36557 -0.721 0.167 -0.367
O 0.53819 -1.06431 -1.78421 -1.031 0.220 -0.282
H 1.13205 -1.74545 -1.41993 0.533 -0.082 -0.147
H 1.11588 -0.29771 -1.87645 0.056 0.304 0.227
O -2.31247 2.53278 0.72667 -0.167 -0.658 -1.099
H -1.43355 2.14055 0.95754 -0.467 0.080 0.813
H -2.91271 1.77276 0.90698 0.128 0.649 -0.248
O 3.44239 -0.44342 0.79670 -1.104 0.420 2.148
H 2.85344 0.31098 0.55064 0.418 -0.063 -0.394
H 3.25435 -0.47999 1.79364 0.791 -0.069 -1.584
O -3.32555 -0.07206 -0.47011 1.085 0.038 1.179
H -4.18891 -0.46213 -0.36420 -0.594 -0.058 -0.459
H -3.15396 0.26219 -1.34920 -0.435 -0.126 -0.696
O 1.18017 -2.80141 1.72609 -1.923 -0.558 0.861
H 0.28951 -3.24624 1.58289 0.989 0.304 0.045
H 1.61966 -2.67110 0.86851 0.685 -0.093 -1.690
H -1.10390 3.69011 -1.62010 -0.008 0.523 0.015
H -1.33392 2.21137 -2.15938 0.180 -0.219 0.408

***

4.
38
Properties=species:S:1:pos:R:3:forces:R:3 method="wB97M-V/def2-TZVPD" charge=-1 lumo_ev=2.57 e_above_lowest_kcal_mol=144.5 energy_ha=-993.00742 multiplicity=1
O 3.13335 1.25639 2.50458 -2.310 -3.711 -2.519
H -0.23678 2.05128 -1.94353 -1.233 0.715 0.517
H 0.90792 -0.29164 3.22024 2.170 -0.754 -2.773
O 2.82502 2.06836 -2.10983 -1.137 -2.587 -2.013
H 2.46843 2.34803 -1.29067 -0.371 0.611 1.443
H 0.67942 -0.32366 -0.91101 -0.088 1.194 -0.646
O 0.25620 0.18100 3.66227 -1.286 0.896 1.179
H 0.29461 -0.44275 4.37618 -0.958 -0.127 1.526
O -1.29299 0.65577 0.51776 3.028 1.438 0.459
H -0.60655 0.97565 -0.35341 -1.846 -1.700 2.858
H -0.75487 0.99049 1.35774 -1.903 -1.009 -2.824
O 2.07102 -1.81920 1.29547 -1.587 -5.144 3.629
H 3.03583 0.23233 2.03938 0.397 4.385 2.018
H 1.80545 -2.88775 1.21749 1.102 4.467 0.033
O -3.57107 2.02207 -0.52821 1.015 2.746 1.342
H -3.31850 3.00495 -0.25972 -0.768 -3.233 -1.010
H -2.75089 1.54131 -0.22540 -0.656 0.357 0.079
O 0.56556 0.55689 -1.35471 0.806 -2.227 0.170
H -1.96668 -2.39236 -1.67809 1.774 -0.762 -0.365
H 0.72609 -4.41574 -1.11628 -1.292 -7.041 -8.726
O -1.19505 2.20771 -1.68581 3.063 4.681 -0.537
H 2.23152 -1.57857 0.43943 0.561 0.863 -3.709
H -2.19582 -1.17933 3.69977 0.870 -1.993 -0.525
O 0.76036 -3.89516 -0.47837 5.252 6.306 8.231
H 2.17755 1.26302 -2.28654 1.531 2.047 0.714
H 0.38545 2.88839 -0.22794 -1.603 1.960 -2.713
O -1.33038 0.02671 -3.89198 -0.932 -8.365 3.694
H -0.55966 -0.10491 -3.28904 -0.631 -0.377 -0.022
H -1.11127 0.79587 -4.16029 1.729 8.837 -3.512
O -1.87737 -2.13066 3.55165 -0.977 1.797 0.373
H -2.44804 -2.45202 2.84043 0.182 0.175 0.107
H -0.00512 -3.70282 -0.04366 -3.399 0.579 0.862
O 0.68661 2.45109 0.50327 1.568 0.758 4.220
H -0.59529 -1.89273 -2.01983 0.579 0.488 -0.041
H -1.43788 1.38756 -1.94707 -2.295 -4.096 -1.198
O -1.02373 -2.72345 -1.82918 -2.905 0.564 0.221
H 1.04029 1.67281 0.13539 0.666 -2.017 -0.996
H 2.22722 1.65508 2.26950 1.883 -0.723 0.455

***

5.
43
Properties=species:S:1:pos:R:3:forces:R:3 method="wB97M-V/def2-TZVPD" charge=-1 lumo_ev=1.77 e_above_lowest_kcal_mol=47.8 energy_ha=-1597.08361 multiplicity=1
N -16.77744 -29.81194 61.48047 3.653 1.546 -8.990
H -17.11155 -29.67335 60.51559 -0.543 -0.112 0.629
H -17.23078 -30.33978 61.99926 -6.451 -6.361 6.090
H -16.60267 -29.01033 61.88837 0.824 6.102 2.860
H -15.90513 -30.23624 61.37416 2.417 -1.085 -0.325
S -14.98436 -27.12499 63.31647 2.429 0.740 4.832
O -14.38392 -28.44915 63.39247 3.401 -0.755 -3.267
O -13.94927 -26.23421 63.02859 2.564 3.236 -2.048
O -16.03623 -27.13985 62.35617 -0.646 -0.262 -3.717
O -15.52283 -26.94178 64.62266 -1.906 0.879 2.216
O -16.46849 -33.13424 61.00940 -0.511 0.222 0.984
H -16.68331 -32.74075 61.89012 -0.169 -0.600 -0.642
H -15.78095 -32.56254 60.68026 0.652 0.218 -0.290
O -18.00907 -30.42761 64.80140 1.103 1.082 0.036
H -18.47218 -29.57866 64.88484 0.035 -0.516 -0.169
H -17.03336 -30.15088 64.56428 -1.018 -0.368 0.468
O -18.01973 -32.49148 63.26192 0.162 -0.402 -1.933
H -18.14252 -33.40264 63.46587 -0.131 -1.044 0.158
H -17.90455 -32.03624 64.07422 -0.155 1.296 1.457
O -20.05373 -29.43535 61.43474 0.634 -0.657 1.271
H -19.50601 -28.73273 61.09501 -0.069 0.668 -0.442
H -20.75067 -29.67044 60.84668 -0.484 0.160 -0.867
O -17.44337 -30.65954 58.37999 5.668 -1.259 4.704
H -16.96013 -30.22357 57.73943 2.408 1.416 -1.874
H -18.21829 -30.60823 58.02510 -8.052 -0.125 -2.845
O -15.87056 -26.62059 60.07874 -2.340 2.466 0.340
H -15.79240 -26.45892 61.09635 -1.207 -0.160 -1.374
H -15.08857 -27.06567 60.04911 3.626 -2.083 -0.968
O -18.07675 -27.26286 63.30046 -4.523 -0.984 2.053
H -17.22308 -27.10125 62.98753 1.577 0.857 -1.530
H -17.79891 -27.42968 64.20222 -0.422 0.028 0.699
O -15.50517 -30.03365 64.21794 -2.207 -7.054 4.230
H -15.05526 -30.54034 65.00993 -1.322 1.882 -2.544
H -15.08834 -29.18242 63.99444 1.206 0.977 0.299
O -13.63790 -30.08655 61.33017 -1.618 0.731 2.097
H -12.99806 -29.52531 60.98242 2.408 1.296 -1.287
H -13.96709 -29.40447 61.98940 -0.048 -0.736 0.566
O -14.44144 -31.51510 59.74510 -0.044 0.060 -1.799
H -14.75504 -31.80578 58.88389 -0.237 -0.451 -0.188
H -13.93703 -30.70759 59.51563 -0.489 -0.706 0.839
O -18.21843 -27.67437 59.27844 -4.730 -2.412 0.066
H -18.27896 -28.48015 58.74526 0.383 0.573 0.183
H -17.40048 -27.29930 59.22425 4.172 1.699 0.023

***

6.
39
Properties=species:S:1:pos:R:3:forces:R:3 method="wB97M-V/def2-TZVPD" lumo_ev=-0.27 e_above_lowest_kcal_mol=47.6 energy_ha=-993.69734 multiplicity=1
O 2.72412 -0.34841 -1.86121 0.075 -0.374 -0.358
H 3.59784 -0.67348 -2.07841 0.237 -0.126 -0.252
H 2.87300 0.29611 -1.16935 -0.097 0.626 0.457
O 1.39881 2.15610 3.51315 0.117 0.058 0.188
H 1.24848 1.65538 2.71133 -0.130 -0.318 -0.209
H 1.32366 3.07111 3.24232 -0.030 0.244 -0.003
O 3.20201 0.87434 0.50122 -0.235 0.075 -0.059
H 3.43029 1.79098 0.65584 -0.033 0.364 0.089
H 4.04446 0.42332 0.44561 0.307 -0.311 0.327
O 2.40337 -2.25420 0.46167 0.329 0.034 0.378
H 2.96508 -2.88062 0.00526 0.018 -0.244 -0.076
H 2.27720 -1.54300 -0.16642 -0.182 0.155 -0.527
O -3.42412 0.27391 1.86569 -0.339 0.276 -0.092
H -3.03610 0.18961 2.73664 0.183 0.070 0.263
H -3.12498 -0.50311 1.39346 0.096 -0.427 -0.313
O 0.45336 -1.50778 -3.02033 0.518 -0.829 -0.845
H -0.03669 -0.80220 -2.59815 -0.138 -0.027 0.061
H 1.37096 -1.30479 -2.83859 0.014 0.119 0.012
O -2.08109 2.36410 0.44878 0.073 0.774 -0.614
H -1.97369 2.84549 1.26913 0.003 0.012 0.234
H -2.70294 1.66743 0.65899 -0.204 -0.528 0.461
O -0.74739 0.56346 -2.02826 -0.782 0.136 0.414
H -0.06499 1.22866 -1.93842 0.482 0.474 0.058
H -1.42567 0.98519 -2.55581 -0.170 0.055 -0.255
O -1.39887 -2.90668 -1.49064 0.134 -0.355 -0.117
H -2.13507 -2.34856 -1.24016 -0.286 0.097 0.065
H -1.19129 -3.40047 -0.69735 0.177 -0.131 0.195
O 0.29571 2.82662 -0.87155 0.829 0.112 -0.313
H 0.45906 3.72324 -0.57895 0.132 0.200 -0.108
H -0.60344 2.64499 -0.59809 -0.826 -0.272 0.579
O -0.31949 -0.00461 0.83244 -0.079 -0.149 0.651
H 0.58031 0.22644 0.60177 0.301 0.045 -0.118
H -0.76655 -0.09765 -0.00882 -0.093 0.019 -0.535
O -3.48768 -1.32220 -0.68522 -0.035 0.237 0.335
H -3.55160 -0.43585 -1.04093 0.049 0.300 -0.194
H -4.39321 -1.62945 -0.64230 -0.290 -0.231 0.022
O 0.53791 -2.20718 2.53932 -0.290 -0.292 0.815
H 1.38235 -1.95356 2.16673 0.194 -0.161 -0.321
H -0.10327 -1.68274 2.05964 -0.030 0.294 -0.293